ORCA calculation (ωB97M-V/def2-TZVPD) on a single C4H4OS2 molecule at a distorted geometry.

Last columns: bonded neighbours and bond lengths (Å).
Element x y z (Å)
1 S -2.700 -0.565 -0.784  S2 2.103, H8 1.463
2 S -2.253 0.229 1.111  S1 2.103, C3 1.749
3 C -0.535 0.297 0.789  S2 1.749, C4 1.351, O7 1.670
4 C 0.495 -0.574 0.716  C3 1.351, C5 1.408, H9 1.069
5 C 1.542 -0.032 -0.054  C4 1.408, C6 1.298, H10 1.057
6 C 1.138 1.074 -0.603  C5 1.298, O7 1.297, H11 1.192
7 O -0.054 1.477 -0.290  C3 1.670, C6 1.297
8 H -2.370 -1.981 -0.614  S1 1.463
9 H 0.527 -1.328 1.473  C4 1.069
10 H 2.458 -0.403 -0.430  C5 1.057
11 H 1.753 1.805 -1.316  C6 1.192

total energy = -1026.34562 Eh
molar mass = 132.2 g/mol
SMILES string = SSc1ccco1
ΔE to the lowest compared entry with this formula, charge and spin = 1.8761 eV
largest force on an atom = 5.59 eV/A
net charge = 0
HOMO = -8.71 eV
Kohn-Sham gap = 0.31952 Eh

ORCA calculation (ωB97M-V/def2-TZVPD) on a single C19H20N2O5S molecule at a distorted geometry.

Last columns: bonded neighbours and bond lengths (Å).
Element x y z (Å)
1 O 1.291 0.950 0.710  C2 1.212
2 C 2.059 0.033 0.514  O1 1.212, N3 1.370, C19 1.493
3 N 1.675 -1.268 0.324  C2 1.370, C4 1.393, H28 1.010
4 C 0.387 -1.800 0.290  N3 1.393, C5 1.397, C18 1.393
5 C 0.246 -3.154 -0.024  C4 1.397, C6 1.382, H29 1.081
6 C -1.003 -3.740 -0.084  C5 1.382, C7 1.387, H30 1.079
7 C -2.138 -2.985 0.173  C6 1.387, C8 1.380, H31 1.078
8 C -1.989 -1.650 0.490  C7 1.380, S9 1.794, C18 1.379
9 S -3.433 -0.662 0.888  C8 1.794, O10 1.440, O11 1.434, N12 1.670
10 O -4.593 -1.344 0.375  S9 1.440
11 O -3.409 -0.358 2.289  S9 1.434
12 N -3.076 0.736 0.049  S9 1.670, C13 1.446, C17 1.447
13 C -3.329 0.648 -1.372  N12 1.446, C14 1.529, H32 1.096, H33 1.092
14 C -4.791 0.927 -1.719  C13 1.529, C15 1.527, H34 1.091, H35 1.091
15 C -5.215 2.273 -1.135  C14 1.527, C16 1.527, H36 1.094, H37 1.092
16 C -4.969 2.278 0.372  C15 1.527, C17 1.528, H38 1.092, H39 1.091
17 C -3.497 1.981 0.655  N12 1.447, C16 1.528, H40 1.095, H41 1.090
18 C -0.752 -1.044 0.556  C4 1.393, C8 1.379, H42 1.076
19 C 3.538 0.233 0.478  C2 1.493, C20 1.390, C24 1.403
20 C 4.051 1.274 1.244  C19 1.390, C21 1.390, H43 1.079
21 C 5.410 1.560 1.287  C20 1.390, C22 1.375, H44 1.077
22 C 6.235 0.774 0.518  C21 1.375, C23 1.399, O27 1.364
23 C 5.726 -0.261 -0.273  C22 1.399, C24 1.371, O25 1.368
24 C 4.387 -0.556 -0.312  C19 1.403, C23 1.371, H45 1.078
25 O 6.753 -0.866 -0.945  C23 1.368, C26 1.412
26 C 7.926 -0.182 -0.555  O25 1.412, O27 1.412, H46 1.101, H47 1.101
27 O 7.589 0.836 0.363  C22 1.364, C26 1.412
28 H 2.414 -1.946 0.203  N3 1.010
29 H 1.128 -3.749 -0.223  C5 1.081
30 H -1.093 -4.787 -0.330  C6 1.079
31 H -3.129 -3.406 0.130  C7 1.078
32 H -2.672 1.369 -1.871  C13 1.096
33 H -3.044 -0.360 -1.685  C13 1.092
34 H -4.918 0.919 -2.803  C14 1.091
35 H -5.402 0.132 -1.288  C14 1.091
36 H -4.633 3.074 -1.600  C15 1.094
37 H -6.270 2.456 -1.346  C15 1.092
38 H -5.575 1.501 0.844  C16 1.092
39 H -5.241 3.242 0.805  C16 1.091
40 H -2.860 2.777 0.256  C17 1.095
41 H -3.318 1.880 1.725  C17 1.090
42 H -0.681 0.000 0.807  C18 1.076
43 H 3.357 1.867 1.819  C20 1.079
44 H 5.804 2.362 1.887  C21 1.077
45 H 4.026 -1.335 -0.964  C24 1.078
46 H 8.625 -0.889 -0.081  C26 1.101
47 H 8.405 0.264 -1.441  C26 1.101

total energy = -1619.92252 Eh
molar mass = 388.4 g/mol
SMILES string = O=C(Nc1cccc(S(=O)(=O)N2CCCCC2)c1)c1ccc2c(c1)OCO2
ΔE to the lowest compared entry with this formula, charge and spin = 2.0216 eV
largest force on an atom = 1.28 eV/A
net charge = 0
HOMO = -8.54 eV
Kohn-Sham gap = 0.33117 Eh